Record 1
# C3H10O4

A 3-piece molecular cluster, C3H10O4 overall (ωB97M-V/def2-TZVPD, the OMol25 dataset).

Output
HOMO: -9.72 eV
orbital gap: 10.2282 eV
SMILES string: O=CCCO.O.O
charge: 0
relative energy (zero: lowest compared OMol25 entry of this formula, charge and spin): 1.340 eV
calculated total energy: -421.235803 a.u.

```
17
Properties=species:S:1:pos:R:3:nbo_charge:R:1
O 0.52866 -2.53202 1.71181 -0.514
C 0.58653 -2.42044 0.51733 0.453
C -0.51840 -1.85077 -0.34026 -0.537
C -1.15673 -0.62441 0.28289 -0.052
O -0.10912 0.23203 0.71992 -0.740
H 1.49753 -2.76094 -0.01915 0.104
H -0.10119 -1.58299 -1.31518 0.221
H -1.29512 -2.60360 -0.50636 0.239
H -1.75614 -0.08955 -0.46506 0.171
H -1.79383 -0.91678 1.12791 0.172
H -0.47556 1.09939 0.91588 0.476
O 0.35477 1.87437 -1.94348 -0.947
H -0.25585 2.44958 -1.47863 0.475
H 0.88348 2.42215 -2.52712 0.474
O 1.09109 2.81793 1.08580 -0.953
H 1.03083 2.21776 1.83638 0.472
H 1.48906 2.26830 0.39733 0.486
```

=====

Record 2
# C25H28O7

C25H28O7 in the gas phase (ωB97M-V/def2-TZVPD, the OMol25 dataset).

Output
HOMO: -7.81 eV
orbital gap: 7.3363 eV
SMILES string: COc1cc(/C=C2\CC/C(=C\c3ccc(OCCO)c(OC)c3)C2=O)ccc1OCCO
charge: 0
relative energy (zero: lowest compared OMol25 entry of this formula, charge and spin): 0.000 eV
calculated total energy: -1496.038235 a.u.

```
60
Properties=species:S:1:pos:R:3:nbo_charge:R:1
C 2.85536 6.70894 1.81198 -0.252
O 3.82320 5.75342 2.17307 -0.512
C 3.59239 4.43306 1.88595 0.220
C 2.49211 3.99778 1.16845 -0.202
C 2.27079 2.64981 0.85936 -0.141
C 1.08240 2.32398 0.10720 -0.041
C 0.49723 1.13981 -0.14707 -0.147
C 0.86973 -0.25124 0.26498 -0.426
C -0.34682 -1.13198 -0.07829 -0.441
C -1.21838 -0.29891 -0.96889 -0.127
C -2.27600 -0.62592 -1.73274 -0.094
C -2.94050 -1.89019 -1.94744 -0.107
C -3.83334 -1.99294 -3.01278 -0.168
C -4.49836 -3.17455 -3.28406 -0.295
C -4.30510 -4.29095 -2.48603 0.259
O -4.92288 -5.49686 -2.62528 -0.492
C -5.72352 -5.75265 -3.75996 -0.095
C -4.85061 -6.07089 -4.98050 -0.090
O -4.07959 -7.22246 -4.76156 -0.713
C -3.40984 -4.20314 -1.39443 0.331
O -3.27444 -5.34804 -0.66550 -0.497
C -2.43128 -5.33004 0.45844 -0.252
C -2.74730 -3.01955 -1.13977 -0.285
C -0.73808 1.09511 -0.94963 0.520
O -1.26950 2.04303 -1.49983 -0.564
C 3.22257 1.72312 1.28451 -0.185
C 4.31859 2.14211 2.00597 -0.241
C 4.52875 3.47933 2.33617 0.275
O 5.68226 3.70617 3.02619 -0.491
C 5.89888 4.88728 3.76765 -0.085
C 4.96066 4.99069 4.98036 -0.084
O 5.30822 6.05253 5.83005 -0.708
H 2.74309 6.77816 0.72551 0.180
H 1.88454 6.49283 2.26854 0.180
H 3.23003 7.65654 2.19626 0.204
H 1.76723 4.71664 0.82087 0.213
H 0.55563 3.17812 -0.30720 0.214
H 1.74397 -0.58281 -0.30168 0.217
H 1.11542 -0.30225 1.32684 0.221
H -0.88882 -1.38957 0.83603 0.215
H -0.04343 -2.05885 -0.56784 0.221
H -2.68541 0.20051 -2.30528 0.226
H -4.00335 -1.13678 -3.64773 0.215
H -5.17461 -3.21011 -4.12356 0.220
H -6.30402 -6.63981 -3.49233 0.205
H -6.41158 -4.92733 -3.97047 0.177
H -4.19936 -5.21179 -5.20198 0.165
H -5.47995 -6.27278 -5.84974 0.185
H -3.69261 -7.15150 -3.87862 0.473
H -2.76556 -4.59952 1.20247 0.176
H -1.39287 -5.11812 0.18139 0.174
H -2.49147 -6.32991 0.88522 0.203
H -2.08901 -2.95128 -0.29345 0.221
H 3.12466 0.68048 1.04045 0.214
H 5.06071 1.43370 2.33954 0.226
H 5.81157 5.78339 3.14850 0.199
H 6.93434 4.79340 4.11546 0.177
H 3.94165 5.19798 4.64904 0.185
H 4.96777 4.03097 5.51871 0.158
H 6.20387 5.91385 6.15845 0.463
```

=====

no.,LUMO level (eV)
1,0.50
2,-0.48